Record 1
This record from OMol25 describes C32H81Li4N5O13 as an isolated structure at a distorted geometry. The level of theory is the ωB97M-V functional and the def2-TZVPD basis.

XYZ file:
```
135
Properties=species:S:1:pos:R:3:forces:R:3
Li 2.7954 2.1168 -0.9107 -1.2 -0.1 -1.0
Li 1.2056 -0.4187 4.4827 0.4 0.1 -0.5
Li 0.9743 3.6668 1.6425 -0.9 -0.5 -1.2
Li 2.5788 1.5630 1.7364 -1.0 -1.9 0.1
O 1.4023 -0.1282 2.4947 1.2 2.9 0.4
C 0.5052 -0.1542 1.4408 -1.1 -1.5 -0.4
C 0.0625 1.0932 0.6135 0.3 1.0 -0.1
O 1.0723 2.1119 0.2511 1.7 0.3 2.2
H -0.4257 -0.5799 1.8153 -0.8 0.5 0.1
H 0.7654 -1.0223 0.8352 0.6 0.3 -1.1
H -0.7773 1.5887 1.1006 0.2 0.5 1.1
H -0.4988 0.9157 -0.3038 0.6 -1.1 -0.4
C -4.1536 1.2515 -0.9672 -0.8 0.5 0.1
O -5.1523 2.3024 -0.8396 0.3 -1.9 0.7
C -5.1259 2.8647 0.4763 3.3 1.5 -0.3
C -6.1965 3.8680 0.6815 -0.4 -2.4 -2.6
N -7.3843 2.9893 0.4760 -1.5 1.5 0.9
C -8.4690 3.8397 0.8993 -1.5 -0.1 2.4
C -9.8942 3.2073 0.7451 0.6 0.0 0.1
O -10.7907 4.1121 0.1147 2.8 0.4 -0.1
C -12.0764 3.7602 -0.1817 -1.5 -0.4 0.6
H -3.1922 1.5796 -0.5721 0.3 0.3 -0.1
H -4.0630 0.9544 -2.0120 -0.1 0.4 0.0
H -4.3746 0.3285 -0.4311 -0.6 0.1 0.3
H -4.1876 3.4165 0.4193 0.7 0.5 0.4
H -4.9338 2.2568 1.3604 -0.8 -1.1 -0.4
H -6.0909 4.5982 -0.1208 -0.2 0.4 -0.1
H -6.1430 4.4018 1.6304 -0.4 -0.5 0.1
H -7.7224 2.7703 -0.4501 1.7 -0.1 -0.9
H -8.3721 4.8609 0.5308 -0.6 0.1 -0.6
H -8.2175 3.9354 1.9556 -0.8 0.4 0.5
H -10.2786 2.7963 1.6786 -0.2 0.8 0.6
H -9.7098 2.2394 0.2791 -0.3 0.0 -1.3
H -12.5360 4.5329 -0.7979 0.3 -0.1 -0.3
H -12.6629 3.7776 0.7369 -0.3 -0.4 0.2
H -12.1860 2.7825 -0.6509 0.1 -0.1 -0.2
C 5.6048 -2.4200 -1.7051 0.6 0.7 -0.9
O 5.0996 -2.0344 -3.0279 -0.3 -0.2 2.1
C 3.6540 -1.9537 -2.9460 1.6 0.8 -0.9
C 3.0632 -0.8692 -1.9278 -0.7 -1.5 -2.1
N 3.5315 0.5494 -2.0221 -1.4 -1.5 0.2
C 3.7591 0.9719 -3.4420 2.1 0.3 1.3
C 4.1007 2.4816 -3.4890 -0.7 -0.1 -0.8
O 3.6500 3.1729 -2.3294 -0.2 0.7 1.6
C 4.3207 4.4028 -1.9192 0.4 -0.7 -0.4
H 5.4265 -1.6119 -0.9957 -0.7 -0.1 0.3
H 6.6942 -2.4316 -1.6717 0.1 -0.3 -0.9
H 5.2549 -3.3914 -1.3557 -0.4 0.2 0.0
H 3.2955 -2.9828 -2.9207 -0.5 0.0 1.3
H 3.3601 -1.7329 -3.9721 0.0 0.7 0.0
H 3.0198 -1.3289 -0.9404 0.3 0.7 0.3
H 2.0500 -0.8457 -2.3289 -0.4 0.0 0.5
H 4.2891 0.6387 -1.3603 1.2 0.0 -0.9
H 3.0214 0.6693 -4.1852 -0.7 0.1 0.9
H 4.6667 0.4710 -3.7788 0.0 -0.2 -0.2
H 3.5260 2.8863 -4.3221 0.5 0.3 -0.3
H 5.1747 2.6007 -3.6321 0.0 0.3 0.1
H 5.3732 4.1826 -1.7404 0.1 0.0 0.0
H 3.8859 4.7551 -0.9839 -0.2 -0.3 0.0
H 4.2636 5.2386 -2.6166 -0.3 -0.3 -0.4
C 5.2299 -10.1693 -0.5706 1.2 0.0 -0.3
O 5.1809 -8.7713 -0.3292 -0.4 0.0 0.1
C 5.5010 -7.9308 -1.4190 -0.1 0.4 -0.6
C 5.4163 -6.4573 -0.9827 -0.7 -1.8 2.2
N 5.9406 -6.4522 0.4205 0.0 2.1 -0.8
C 5.3323 -5.4109 1.3072 0.7 -1.7 -0.7
C 3.8495 -5.2058 1.3064 -1.5 0.4 -0.7
O 3.3474 -4.3470 0.2612 4.2 0.4 -0.4
C 2.0438 -4.0075 0.2675 -1.3 -1.4 0.1
H 5.8615 -10.6178 0.1963 -0.5 -0.1 0.4
H 5.8204 -10.3820 -1.4618 -0.3 0.1 -0.4
H 4.2553 -10.6506 -0.6519 0.0 0.2 0.1
H 4.7396 -8.0420 -2.1911 0.2 -0.3 -0.4
H 6.4991 -8.1415 -1.8030 0.1 -0.3 -0.1
H 4.3444 -6.2990 -0.8643 -0.2 0.6 -0.7
H 5.8647 -5.7995 -1.7272 0.2 0.1 0.3
H 5.7692 -7.3907 0.7519 -0.1 0.2 0.4
H 5.8557 -4.4622 1.1884 0.1 0.0 0.2
H 5.4475 -5.8307 2.3065 0.7 0.4 0.2
H 3.6079 -4.7971 2.2876 -0.3 0.5 0.1
H 3.3203 -6.1571 1.2509 0.0 -0.3 -0.1
H 1.5771 -4.9730 0.0727 -1.4 0.0 0.7
H 1.7295 -3.4288 -0.6011 0.5 0.5 0.1
H 1.8209 -3.5319 1.2226 -0.8 0.1 0.1
C 5.6565 -0.7929 2.1165 0.1 -0.8 0.8
O 4.9672 -1.2979 3.2695 -0.1 2.3 0.9
C 4.7948 -0.3066 4.4078 0.8 -1.4 -1.7
C 4.0782 -1.0176 5.4801 -1.5 -0.1 1.3
N 2.8529 -1.6726 4.9946 0.5 1.8 -0.4
C 2.1176 -2.6042 5.8370 0.5 0.7 -0.9
C 0.7432 -2.8301 5.2116 0.3 -0.6 1.2
O -0.0757 -1.6592 5.2087 -0.4 0.2 -1.0
C -1.2516 -1.8955 4.3712 0.2 0.8 -0.1
H 6.5991 -0.3546 2.4445 0.1 0.2 -0.4
H 5.0864 -0.1264 1.4693 -0.5 0.8 0.3
H 5.8307 -1.6193 1.4273 0.2 -0.3 0.4
H 4.2675 0.6137 4.1568 -0.5 -0.1 -0.9
H 5.7128 0.0572 4.8693 0.6 -0.3 -0.6
H 3.7692 -0.2005 6.1320 0.0 0.0 0.5
H 4.7317 -1.6384 6.0930 0.1 -0.4 -0.3
H 3.0992 -1.9831 4.0656 -0.4 -0.8 -0.1
H 1.9684 -2.1921 6.8350 0.1 0.3 0.0
H 2.7313 -3.4969 5.9573 -0.6 -0.6 0.1
H 0.3072 -3.5098 5.9437 -0.5 -0.7 -0.7
H 0.7848 -3.1580 4.1728 0.2 -0.7 0.2
H -1.0928 -1.8349 3.2945 1.0 -0.3 -0.1
H -1.8962 -1.0239 4.4847 -0.4 -0.4 0.8
H -1.6913 -2.8780 4.5427 -0.2 0.3 0.5
C -8.3136 4.6795 -2.5496 -0.9 -0.8 -1.1
O -7.3351 4.0868 -3.4136 -0.6 0.1 0.7
C -6.3879 5.0729 -3.7742 0.8 -1.6 0.0
C -5.3582 4.4658 -4.7934 -0.7 0.7 0.6
N -4.3343 3.5787 -4.1943 0.4 1.4 -1.0
C -3.2308 4.4083 -3.5933 -0.8 -2.2 0.0
C -2.1012 3.4900 -3.0136 -1.8 1.1 -1.6
O -1.3199 3.0139 -4.1189 0.3 0.1 1.5
C -0.2626 2.2484 -3.5859 -0.2 -0.4 -0.3
H -8.8822 5.3686 -3.1739 -0.2 0.4 0.2
H -8.0180 5.1900 -1.6330 0.8 0.0 -0.1
H -9.0161 3.9011 -2.2518 0.1 -0.1 0.0
H -5.8895 5.2299 -2.8177 0.6 0.9 -0.1
H -6.9092 5.9656 -4.1198 0.2 0.2 -0.2
H -4.9144 5.3379 -5.2736 0.6 -0.1 0.1
H -5.8812 3.9793 -5.6167 -0.2 -0.3 0.3
H -4.8121 2.9726 -3.5428 0.2 0.1 0.5
H -3.7125 5.0220 -2.8321 0.7 0.4 0.3
H -2.7740 4.9981 -4.3880 -0.2 0.2 0.1
H -2.5856 2.6403 -2.5324 0.2 0.0 0.3
H -1.5439 4.1144 -2.3152 0.5 -0.2 0.2
H 0.5212 2.8278 -3.0980 0.3 0.6 -0.3
H 0.1290 1.6232 -4.3884 0.2 0.1 0.1
H -0.5866 1.6045 -2.7682 -0.5 -0.4 0.0
O 1.6392 1.3789 5.4310 0.0 -0.2 -0.4
H 1.9280 1.9534 6.1400 0.0 0.0 0.5
H 1.6740 1.9281 4.6478 -0.1 0.1 -0.2
```
Positions in Å, forces in eV/Å.

## Properties
Lowest unoccupied orbital energy in eV: -7.64
DFT total energy in eV: -69364.513
Total charge: +2
HOMO level in eV: -11.476
Orbital gap in eV: 3.835

Record 2
This record from OMol25 describes C51H63GeINO8PS2Si3Ti as an isolated structure at a distorted geometry. The level of theory is the ωB97M-V functional and the def2-TZVPD basis.

XYZ file:
```
132
Properties=species:S:1:pos:R:3:forces:R:3
Ti -0.7269 0.7257 -0.1714 2.0 -0.8 -0.4
C 2.9605 -0.8811 -0.9836 0.0 -0.1 0.0
O 1.9720 0.0330 -0.5458 -0.1 0.2 0.3
Si 2.2948 1.2502 0.5603 0.0 0.2 -0.4
C 2.6424 0.4784 2.2195 -0.1 0.1 0.0
C 3.9634 2.0597 0.1768 0.0 -0.2 0.1
C 0.8528 2.3749 0.1896 -0.3 -0.2 0.2
Si 0.3501 3.4549 1.6445 0.1 0.0 -0.2
C -1.3337 4.2844 1.4146 0.0 0.0 0.0
C 0.4338 2.6286 3.3340 0.0 0.1 0.0
C 1.4671 4.9495 1.9967 0.0 -0.1 0.0
Si 1.2938 3.4321 -1.3261 -0.1 0.0 0.2
C 2.3105 2.5615 -2.6671 -0.1 0.0 0.0
C 2.3590 4.9650 -0.9399 0.0 -0.1 -0.1
C -0.1458 4.2325 -2.2399 0.1 -0.1 -0.1
H 3.8208 -0.3334 -1.3818 0.1 0.0 0.0
H 2.5297 -1.5073 -1.7613 0.0 0.0 0.0
H 3.2720 -1.5444 -0.1753 0.1 0.0 0.0
H 3.5158 -0.1586 2.0513 0.0 -0.1 0.1
H 1.8371 -0.1220 2.6340 0.0 0.0 0.0
H 2.9237 1.2288 2.9570 0.1 0.1 0.1
H 4.7716 1.3415 0.3267 0.1 -0.1 0.0
H 4.1179 2.8715 0.8889 0.0 0.1 0.1
H 4.0625 2.4741 -0.8178 0.0 0.1 -0.2
H -2.1816 3.6520 1.6627 -0.1 -0.1 0.0
H -1.4613 4.6205 0.3852 0.0 0.0 -0.1
H -1.3773 5.1653 2.0592 0.0 0.0 0.0
H 0.2207 1.5693 3.3876 0.0 -0.1 0.0
H -0.2488 3.1509 4.0090 0.0 0.0 0.0
H 1.4428 2.7745 3.7200 0.1 0.0 0.1
H 1.3625 5.7761 1.3017 -0.1 0.1 0.0
H 2.5209 4.6762 2.0352 0.1 0.0 0.0
H 1.1808 5.3065 2.9882 0.0 0.0 0.1
H 3.2119 3.1462 -2.8520 0.1 0.0 0.0
H 1.7434 2.5207 -3.5960 0.0 0.0 0.0
H 2.5999 1.5446 -2.4333 0.0 -0.1 0.1
H 3.1244 4.8091 -0.1864 0.1 0.0 0.1
H 1.7614 5.8221 -0.6372 -0.1 0.0 0.0
H 2.8559 5.2310 -1.8748 0.0 0.0 -0.1
H -0.7872 3.5133 -2.7420 0.0 0.0 -0.1
H 0.3142 4.8653 -3.0047 0.0 0.1 0.0
H -0.7622 4.8680 -1.6067 -0.1 0.1 0.1
O -3.5144 -2.2374 -0.4697 -0.1 -0.4 0.0
N -2.9264 -1.2451 -0.8194 0.0 0.2 0.1
O -3.4508 -0.3396 -1.4741 -0.3 0.3 -0.2
O -1.6845 -1.1150 -0.5059 0.0 0.2 0.4
S 0.6794 -6.9914 -0.7791 0.0 0.0 0.0
P 1.6045 -5.3933 -0.0474 0.2 0.0 0.1
S 1.0056 -3.5477 -0.4064 -0.1 -0.2 0.0
C 3.3737 -5.4643 -0.5781 0.0 0.1 0.0
C 4.3551 -4.7706 0.1239 -0.1 0.1 0.1
C 5.6592 -4.7222 -0.3377 0.1 0.0 0.0
C 6.0033 -5.3623 -1.5219 0.0 0.0 0.0
C 5.0313 -6.0549 -2.2272 0.1 0.0 -0.1
C 3.7288 -6.1088 -1.7551 -0.1 -0.1 0.0
C 1.8002 -5.5984 1.7779 -0.1 0.1 0.0
C 1.9865 -6.8559 2.3441 0.0 -0.1 -0.2
C 2.1336 -6.9967 3.7132 0.0 -0.1 0.1
C 2.0808 -5.8824 4.5415 0.0 0.0 0.0
C 1.8851 -4.6269 3.9892 0.0 0.0 0.0
C 1.7474 -4.4892 2.6143 0.0 0.0 0.0
H 4.0914 -4.2524 1.0394 0.0 0.0 0.0
H 6.4076 -4.1764 0.2230 0.0 0.0 0.0
H 7.0206 -5.3190 -1.8893 0.0 0.0 0.0
H 5.2878 -6.5564 -3.1525 0.0 0.0 0.0
H 2.9621 -6.6575 -2.2899 0.0 0.0 0.0
H 1.9946 -7.7219 1.6934 0.0 0.0 0.0
H 2.2739 -7.9822 4.1411 0.0 0.0 0.0
H 2.1779 -5.9955 5.6142 0.0 0.0 0.0
H 1.8192 -3.7501 4.6207 0.0 0.0 0.0
H 1.5697 -3.5181 2.1709 0.0 0.1 0.0
C -6.5063 -1.7348 3.0663 -0.1 0.0 0.0
C -5.0309 -1.4630 3.0007 0.1 0.1 0.0
C -4.1410 -2.4394 2.5932 0.0 -0.1 -0.1
C -2.7794 -2.1876 2.4443 -0.1 0.0 -0.1
C -1.8450 -3.2802 2.0329 0.1 -0.1 -0.1
C -2.3169 -0.9007 2.7029 0.0 -0.1 0.3
C -3.1722 0.0765 3.2160 0.0 0.0 0.0
C -2.6340 1.3891 3.7109 0.0 0.0 0.0
C -4.5236 -0.2102 3.3347 0.0 0.0 0.0
C -0.8425 -0.6132 2.6200 0.5 0.0 0.1
O -0.1076 -0.8555 3.5606 -0.3 0.0 0.0
O -0.3753 -0.0689 1.5181 -0.1 0.0 -0.1
H -6.7082 -2.8052 3.1048 0.0 0.0 0.0
H -7.0137 -1.3390 2.1841 0.0 0.0 0.0
H -6.9614 -1.2702 3.9427 0.0 0.0 0.0
H -4.5056 -3.4299 2.3478 0.0 0.0 0.0
H -2.3587 -4.2401 1.9985 0.0 0.0 0.0
H -1.0151 -3.3585 2.7345 0.1 0.0 0.1
H -1.4158 -3.1014 1.0458 0.0 0.0 0.0
H -3.4470 2.0586 3.9951 0.0 0.0 0.0
H -2.0285 1.8891 2.9581 -0.1 0.0 0.0
H -1.9933 1.2376 4.5832 0.0 0.0 0.0
H -5.1887 0.5549 3.7243 0.0 0.0 0.0
Ge -0.1644 0.0052 -2.7878 -0.3 0.0 0.1
C -1.1643 1.0886 -4.1313 0.1 0.1 0.0
C -0.4454 1.6696 -5.1770 0.1 0.0 0.0
C -1.0579 2.4447 -6.1518 0.0 0.0 0.0
C -2.4272 2.6548 -6.1098 0.0 0.0 0.0
C -3.1663 2.0731 -5.0895 -0.1 0.0 -0.1
C -2.5420 1.3070 -4.1170 -0.1 -0.1 0.2
C -0.5309 -1.8459 -3.3457 0.0 -0.1 0.0
C -1.8152 -2.3800 -3.4354 0.0 0.0 0.0
C -2.0198 -3.7024 -3.7974 0.0 0.0 0.0
C -0.9379 -4.5210 -4.0878 0.0 0.0 0.0
C 0.3430 -3.9998 -4.0354 0.0 0.0 0.0
C 0.5386 -2.6768 -3.6695 0.0 0.0 0.0
H 1.2535 0.1696 -3.3707 0.2 0.0 0.1
H 0.6249 1.5098 -5.2355 0.0 0.0 0.0
H -0.4630 2.8834 -6.9442 0.0 0.0 0.0
H -2.9136 3.2583 -6.8666 0.0 0.0 0.0
H -4.2398 2.2161 -5.0491 -0.1 0.0 0.0
H -3.1416 0.8664 -3.3290 0.0 0.0 0.0
H -2.6780 -1.7639 -3.2204 0.0 0.0 0.0
H -3.0261 -4.1003 -3.8280 0.0 0.0 0.0
H -1.0909 -5.5652 -4.3281 0.0 0.0 0.0
H 1.1967 -4.6342 -4.2400 0.0 0.0 0.0
H 1.5516 -2.2982 -3.6030 0.0 0.0 0.0
I -8.1938 4.8776 -1.4699 -0.1 0.1 0.0
C -6.3667 3.9282 -1.1388 0.1 -0.1 0.0
C -6.2170 3.1406 -0.0027 0.0 0.0 -0.1
C -5.0023 2.5135 0.2209 0.0 0.1 -0.3
C -3.9732 2.6865 -0.6994 0.3 -0.1 0.0
C -4.1284 3.4684 -1.8396 -0.2 -0.1 0.3
C -5.3424 4.1009 -2.0611 0.0 0.0 0.1
C -2.6762 2.0068 -0.4636 -0.8 0.3 -0.1
O -1.7522 2.0220 -1.3140 -0.3 0.5 -0.4
O -2.4480 1.3890 0.6159 -0.4 0.1 0.4
H -7.0354 3.0136 0.6922 0.0 0.0 0.0
H -4.8483 1.8783 1.0821 0.0 -0.1 0.1
H -3.3141 3.5655 -2.5419 0.1 0.0 0.0
H -5.4873 4.7126 -2.9408 0.0 0.0 0.0
```
Positions in Å, forces in eV/Å.

## Properties
Lowest unoccupied orbital energy in eV: 2.81
DFT total energy in eV: -214112.264
Total charge: -2
HOMO level in eV: -2.629
Orbital gap in eV: 5.443

Record 3
This record from OMol25 describes one molecule with the formula C4H6O2. The level of theory is the ωB97M-V functional and the def2-TZVPD basis.

XYZ file:
```
12
Properties=species:S:1:pos:R:3:forces:R:3
C -1.8638 -0.0416 -0.4128 0.0 0.0 -0.1
C -0.6708 0.7125 0.1459 -0.1 0.3 0.1
O -0.7375 1.8561 0.5337 0.3 -0.4 -0.4
C 0.5551 -0.1571 0.4954 0.0 -0.4 0.5
C 1.9723 -0.1724 -0.0505 0.0 0.0 0.1
O 0.2598 -0.9043 1.4061 0.1 0.0 -0.2
H -2.3220 0.5371 -1.2186 0.1 0.0 0.1
H -1.5929 -1.0331 -0.7804 0.0 0.1 0.0
H -2.6186 -0.1661 0.3718 0.2 0.1 -0.1
H 2.5103 -0.8334 0.6348 0.0 0.1 -0.2
H 2.0445 -0.6026 -1.0580 -0.3 0.2 0.1
H 2.4635 0.8049 -0.0674 -0.3 0.0 0.0
```
Positions in Å, forces in eV/Å.

## Properties
Lowest unoccupied orbital energy in eV: 0.66
DFT total energy in eV: -8339.510
HOMO level in eV: -9.514
Orbital gap in eV: 10.172

Record 4
This record from OMol25 describes C7H5Cl3N2NiO3 as an isolated structure at a distorted geometry. The level of theory is the ωB97M-V functional and the def2-TZVPD basis.

XYZ file:
```
21
Properties=species:S:1:pos:R:3:forces:R:3
Ni 9.2239 10.4214 1.6946 1.5 0.9 -0.1
N 12.2797 10.4909 1.3218 -4.3 -2.3 -0.4
N 12.1799 11.8588 1.4217 -1.2 4.2 0.5
C 11.0324 12.7130 1.5986 0.9 -0.1 -0.1
O 11.1558 13.9122 1.7201 1.1 -0.2 -0.1
O 9.8067 12.2172 1.6173 -0.3 -2.6 0.0
H 13.0822 10.2729 1.8442 0.8 -1.1 1.3
H 11.3227 10.0039 1.7721 3.7 1.3 -1.0
H 13.0718 12.3786 1.4618 -1.1 -0.6 -0.1
Cl 4.4615 5.3595 1.6558 0.5 -0.3 0.1
C 5.9836 6.1839 1.7136 1.4 2.0 -0.2
C 5.9229 7.6110 1.6755 -1.0 -0.7 -0.4
C 7.0615 8.3935 1.6180 0.7 -2.7 0.1
Cl 7.0292 10.0999 1.5203 -1.2 0.9 0.0
C 8.3698 7.8035 1.6285 -2.3 -0.5 0.0
O 9.4021 8.5752 1.6788 1.2 0.8 0.0
C 8.4092 6.3847 1.6140 -0.5 0.5 0.5
Cl 9.9606 5.6477 1.6637 0.2 -0.2 -0.1
C 7.2580 5.5869 1.6933 -0.8 -0.1 -0.3
H 4.9116 8.0360 1.5875 0.7 0.1 0.2
H 7.3382 4.4909 1.6885 0.1 0.6 0.0
```
Positions in Å, forces in eV/Å.

## Properties
Lowest unoccupied orbital energy (alpha / beta) in eV: 0.07 / -2.09
Multiplicity: 3
DFT total energy in eV: -95071.077
HOMO level (alpha / beta) in eV: -8.359 / -8.296
⟨S²⟩: 2.0086
Orbital gap (alpha / beta) in eV: 8.425 / 6.207

Record 5
This record from OMol25 describes an isolated ion of composition C6H8N and charge +1 at a distorted geometry. The level of theory is the ωB97M-V functional and the def2-TZVPD basis.

XYZ file:
```
15
Properties=species:S:1:pos:R:3:forces:R:3
C -0.5216 -1.2833 -1.8168 -1.1 2.2 5.7
C -0.4859 -0.8877 -0.3443 0.8 -1.8 -4.2
C 0.0700 1.2145 -1.8917 -0.6 2.4 -0.6
C -0.3789 0.0506 -1.3506 -0.4 -2.7 -2.0
C -0.5231 -0.2186 2.2320 0.4 -1.2 -1.9
C -0.4021 -1.2339 1.0239 -2.5 1.0 1.4
N 1.3458 1.4894 -1.7586 4.2 -1.4 1.7
H -0.5954 1.8790 -2.3722 -0.4 0.4 -0.9
H -0.4527 -0.9868 3.0140 -0.1 1.1 0.5
H -1.5000 0.2229 2.1355 -0.2 0.5 0.6
H 0.3029 0.5046 2.1874 -0.4 -0.2 0.4
H -1.2149 -1.9500 1.1561 -0.1 -0.3 0.0
H 0.4527 -1.7489 1.2334 2.6 -1.8 0.0
H 1.9500 0.7032 -1.3876 -1.0 1.4 -0.6
H 1.9531 2.2448 -2.0604 -1.1 0.3 -0.1
```
Positions in Å, forces in eV/Å.

## Properties
Lowest unoccupied orbital energy (alpha / beta) in eV: -4.86 / -7.93
Multiplicity: 3
DFT total energy in eV: -7826.999
Total charge: +1
HOMO level (alpha / beta) in eV: -11.274 / -15.999
⟨S²⟩: 2.0109
Orbital gap (alpha / beta) in eV: 6.417 / 8.067

Record 6
This record from OMol25 describes an isolated ion of composition C3H3O2S and charge -1 at a distorted geometry. The level of theory is the ωB97M-V functional and the def2-TZVPD basis.

XYZ file:
```
9
Properties=species:S:1:pos:R:3:forces:R:3
C -0.2069 0.1784 -0.4236 0.1 -1.3 -0.6
C 0.8201 -0.3794 -0.1029 -1.0 -0.1 0.2
C -1.3528 1.0097 -0.7650 1.4 1.3 -1.3
O 1.5985 -2.6981 0.7972 -0.4 -0.2 0.0
O 1.8500 -0.6529 2.1809 -0.2 0.1 0.6
S 2.0712 -1.2996 0.8738 1.3 0.1 -0.6
H -1.0220 1.8232 -0.1012 -1.2 0.8 -0.7
H -1.3931 1.2895 -1.8758 0.5 0.0 1.5
H -2.3650 0.7291 -0.5835 -0.5 -0.8 0.8
```
Positions in Å, forces in eV/Å.

## Properties
Lowest unoccupied orbital energy in eV: 3.74
DFT total energy in eV: -18088.222
Total charge: -1
HOMO level in eV: -3.299
Orbital gap in eV: 7.035

Question: DFT total energy of number 1 (C32H81Li4N5O13)?
Answer: -69364.513 eV